Record 1
Here is a 11-piece molecular cluster, C26H79N17O11 overall in a non-equilibrium geometry from OMol25. Energies are from the ωB97M-V functional and the def2-TZVPD basis.

Electronic energy, Eh: -2796.6885
HOMO energy, eV: -8.309
Charge: 0
Energy relative to the best compared isomer or geometry (same formula, charge and spin), kcal per mole: 4.6
SMILES: COC[C@H](C)N.COC[C@H](C)N.COC[C@H](C)N.COC[C@H](C)N.COC[C@H](C)N.NC(N)=O.NC(N)=O.NC(N)=O.NC(N)=O.NC(N)=O.NC(N)=O
E_LUMO, eV: 0.0
F_max, eV Å⁻¹: 2.4
Frontier orbital gap, eV: 8.30

```
133
Properties=species:S:1:pos:R:3:forces:R:3
H -9.0789 1.7113 -9.5132 -0.103 0.007 -0.402
H -7.6500 -0.2514 -6.0258 0.058 0.149 0.010
H -7.4532 -0.2937 -0.6143 0.142 0.003 -0.132
H -16.8704 1.2281 -5.2608 -0.102 -0.145 0.350
N -9.6155 2.7700 1.2719 -0.179 0.325 -0.905
H -11.0147 4.3572 -3.4403 0.629 -0.026 -0.283
H -9.8577 -1.5830 1.5421 -0.192 -0.291 -0.325
H -10.6684 7.5539 -3.6021 -0.041 -0.091 0.090
N -9.4875 -0.9124 -7.6114 -0.200 -0.756 -1.125
H -6.5986 -1.5412 -6.5060 -0.017 -0.014 -0.052
H -11.8815 4.2559 -13.3705 0.437 -0.187 -0.160
C -11.5894 2.8465 -10.4403 -1.498 -1.166 -0.056
N -11.3422 4.9325 -4.2097 -0.918 -0.252 -0.002
H -12.6558 2.9728 -10.1732 0.119 0.391 -0.093
N -8.1952 -0.7675 -1.0939 -1.150 -0.826 -0.746
H -5.7019 4.6750 -2.3173 0.050 -0.128 -0.012
H -11.9680 2.4494 -12.9971 0.072 0.233 -0.505
H -2.3689 1.0193 -1.4745 -0.127 -0.086 0.032
H -17.6640 3.6084 -2.1849 -0.388 0.094 -0.441
O -9.6539 2.8085 -1.0034 -0.264 0.032 0.254
N -10.5927 -2.1127 -4.1497 0.202 0.336 0.321
H -6.4324 2.1642 -0.4930 0.186 -0.114 0.334
N -9.9292 4.7598 0.1287 0.129 -0.712 -0.232
H -12.8294 2.8923 -2.1861 -0.031 0.042 -0.086
H -5.6544 -2.8277 -4.8379 0.174 -0.339 0.342
H -9.5067 6.3848 -2.9526 -0.017 -0.085 -0.015
H -13.2753 2.2249 -0.5860 -0.055 0.235 0.015
N -5.8618 -2.1425 -4.1376 -0.503 0.627 -0.291
H -8.7150 5.1453 -8.2378 -0.001 -0.112 0.473
C -4.4248 1.3547 -0.8933 0.967 -0.859 -0.190
N -10.1729 -2.6360 -8.9802 -0.100 0.010 -0.490
H -8.4119 -0.7169 1.3312 0.086 -0.049 -0.002
N -11.0705 1.6136 -3.8458 0.242 0.187 -1.243
H -7.2868 4.0589 -1.9176 0.033 -0.489 0.140
C -6.6836 -1.1120 -4.4794 0.191 0.873 -0.346
N -13.2678 1.1399 -5.7371 0.843 -0.240 -0.641
O -11.2286 3.6424 -11.5300 0.554 1.036 0.316
H -10.9191 6.3626 -5.6275 -0.059 -0.228 -0.203
H -9.6742 -0.0559 -7.1025 0.041 -0.190 0.246
C -12.0709 3.4815 -12.6351 -0.783 -0.585 0.514
C -10.0531 -3.3538 -4.3196 -0.572 -1.236 -1.262
H -5.1354 3.3825 -0.5798 0.177 -0.119 0.227
C -9.2255 -1.3871 -0.4525 0.308 0.346 1.121
C -14.6942 0.3695 -7.5850 -0.128 -0.264 -1.277
H -13.0343 -3.7119 -5.5819 0.138 0.022 -0.159
H -18.2225 2.2710 -4.8437 -0.011 0.380 -0.312
H -4.2617 -0.4300 -2.0142 0.560 0.277 0.448
H -13.0341 -1.4455 -5.1016 -0.830 -0.188 0.199
C -9.2741 2.7880 -9.4696 0.079 -0.321 0.678
C -10.3978 -1.3584 -8.5484 -0.335 0.287 1.071
H -7.9456 1.3448 -3.7105 -0.130 0.386 0.355
H -14.5441 2.9317 -3.7560 0.001 -0.458 -0.772
O -14.8087 2.3047 -1.9045 -0.417 -0.422 0.094
H -11.2338 1.1456 -8.5488 -0.284 0.376 -0.200
C -13.4383 2.1503 -1.6609 0.030 -0.521 0.347
O -5.8018 2.6167 -2.3635 -0.090 -0.007 0.005
H -14.8949 1.1304 -3.6464 0.272 0.013 -0.014
O -7.0423 -0.2232 -3.7013 0.348 -0.901 0.442
H -8.2998 6.8022 -8.1057 -0.167 0.459 0.427
H -8.2223 -0.7792 -2.1105 0.435 0.272 0.303
C -5.4836 2.4266 -0.9825 -0.575 0.065 -0.654
C -10.7777 3.0325 -9.1854 1.689 0.051 -0.909
C -10.3844 5.8050 -4.8560 0.633 1.006 1.050
C -9.7378 3.4029 0.0633 0.121 0.443 0.272
C -17.1387 2.2111 -4.8599 0.877 -0.169 -0.243
C -15.1346 2.1295 -3.2862 0.114 1.341 0.518
H -3.2348 2.0125 -2.6320 -0.275 0.018 0.042
H -8.8724 3.2921 -10.3483 -0.166 0.013 -0.057
H -9.3403 1.8084 1.1994 -0.004 -0.129 0.399
H -8.9292 -1.6686 -7.2422 -0.052 0.617 0.567
C -13.9984 -3.4693 -6.0314 -0.879 -0.409 0.324
N -9.4970 -3.8434 -3.1755 -0.029 1.434 0.354
C -8.8628 6.0266 -7.5936 -0.447 -0.713 -0.324
H -14.3442 -4.2876 -6.6635 0.308 0.058 -0.221
H -9.0400 7.4895 -4.2301 -0.032 -0.193 -0.295
H -11.0074 -1.6424 -4.9309 0.019 -0.096 -0.159
C -3.1324 1.7972 -1.5682 0.590 0.138 -0.057
H -17.1502 1.7540 -2.7838 0.338 -0.558 -0.335
H -10.9674 -3.0595 -9.4269 0.035 -0.048 -0.042
N -7.0591 -1.0283 -5.7774 -0.003 -0.376 -0.151
H -15.3041 1.2736 -7.6692 0.006 0.026 0.580
H -2.7009 2.6781 -1.0827 -0.163 0.042 -0.016
H -9.5409 -3.2560 -8.5035 -0.139 0.065 0.147
H -8.6936 4.3920 -4.8056 0.378 0.802 0.415
H -10.0747 5.2264 1.0023 -0.136 0.184 -0.061
H -13.6893 2.0643 -5.7140 -0.543 -0.259 0.093
N -16.9512 3.7704 -2.8925 0.626 -0.174 0.234
H -5.6425 0.2743 -2.1317 -0.157 0.121 0.116
C -9.2436 5.0465 -5.4934 -0.925 -1.975 -0.917
O -10.1486 -3.9653 -5.3933 0.481 0.469 0.636
C -6.4107 3.8641 -2.5547 -0.119 1.411 0.272
H -14.7633 -3.4075 -5.2428 0.234 0.092 0.193
H -5.5876 -2.2143 -3.1763 0.072 -0.263 0.017
H -8.7017 3.1120 -8.5908 -0.022 0.063 -0.134
H -11.1307 1.6497 -2.8469 0.022 -0.115 0.044
O -11.3673 -0.7001 -8.9154 0.483 -0.291 -0.272
H -10.5678 2.0594 -7.4397 -0.239 0.312 0.270
H -10.1488 5.2024 -0.7457 -0.033 0.232 0.104
H -12.4085 -0.9579 -6.5915 -0.071 -0.354 -0.484
H -16.6383 2.8941 -5.5521 -0.551 0.361 -0.004
H -13.1181 1.1374 -1.9353 0.134 0.064 -0.205
N -4.9227 0.0790 -1.4353 -1.057 -0.046 -0.663
H -15.2871 -0.4313 -8.0385 0.052 -0.101 0.322
H -9.5537 3.3154 2.1086 0.139 -0.319 0.259
H -13.8727 0.5457 -8.2883 0.181 -0.148 0.197
H -11.5693 1.7829 -10.7500 0.378 0.032 0.140
H -16.1834 3.9852 -2.2520 0.132 0.234 -0.415
H -8.9647 -4.6790 -3.0510 -0.053 -0.182 -0.572
O -13.9983 -2.2826 -6.7843 0.200 -0.231 0.046
H -13.1336 3.5880 -12.3582 0.125 0.047 0.152
H -9.6755 4.2395 -6.1193 -0.204 0.367 -0.123
H -11.8648 1.3256 -4.4311 -0.107 0.325 0.324
O -9.7375 1.3846 -5.6770 0.725 0.169 0.453
H -4.1425 1.1106 0.1369 -0.344 0.580 0.207
H -9.2002 2.1828 -2.6725 1.035 -0.408 0.212
H -12.0796 5.4937 -3.7955 -0.082 0.014 -0.229
H -12.5963 1.2762 -6.5034 0.125 0.001 0.210
N -9.1973 -1.1758 0.9090 0.224 0.394 0.340
C -9.8621 6.8654 -3.8705 0.139 0.284 0.191
H -9.3822 -3.0792 -2.5172 0.085 -0.805 0.620
N -8.8324 1.8064 -3.5374 -1.093 0.754 -1.825
C -9.8430 1.6425 -4.4673 -0.434 -1.401 1.597
O -8.4073 5.8488 -6.2741 1.030 0.361 0.282
H -6.7605 4.0673 -3.5650 0.263 -0.716 -0.222
C -14.1665 0.0557 -6.2020 -0.664 1.524 0.693
C -13.3706 -1.2269 -6.1215 1.075 0.929 -0.247
C -16.6027 2.4263 -3.4614 -1.108 -0.193 1.485
H -14.9945 0.0779 -5.4836 -0.087 -0.502 -0.132
H -10.8055 4.0803 -8.8658 -0.628 -0.108 0.211
N -11.2664 2.1052 -8.1795 0.134 -0.040 0.274
O -10.1130 -2.0675 -0.9555 0.316 0.419 -0.532
H -9.9416 6.1982 -7.5451 0.042 0.450 -0.501
H -10.7426 -1.7395 -3.2244 0.052 0.022 -0.040
```
Forces are in eV/Å.

Löwdin population analysis, charges in e, atoms 1 to 2:
1. H 0.073
2. H 0.087

Record 2
Here is C27H15Br2ClFeN5O8 as an isolated structure in a non-equilibrium geometry from OMol25. Energies are from the ωB97M-V functional and the def2-TZVPD basis.

Electronic energy, Eh: -8785.7486
HOMO energy (alpha / beta), eV: -3.170 / -3.144
Charge: -2
Spin multiplicity: 2
Energy relative to the best compared isomer or geometry (same formula, charge and spin), kcal per mole: 12.6
E_LUMO (alpha / beta), eV: 3.7 / 3.7
F_max, eV Å⁻¹: 1.1
Frontier orbital gap (alpha / beta), eV: 6.84 / 6.81

```
59
Properties=species:S:1:pos:R:3:forces:R:3
C -2.2138 -1.5306 2.4844 0.024 -0.088 -0.003
O 3.2073 -0.4150 -1.4161 0.083 0.001 -0.006
H 1.6140 -2.3127 0.3443 0.024 -0.027 -0.030
C 3.9560 1.0454 1.0383 -0.090 -0.076 -0.008
H 1.1468 -3.9921 0.2919 -0.071 -0.053 0.058
C 2.6328 -3.6790 -2.4856 0.008 -0.007 0.065
H 3.5266 -4.1452 -2.0927 0.012 -0.019 0.008
C -1.6133 -1.7131 -1.7351 0.147 0.088 0.068
N -2.2530 1.4204 0.4903 0.448 0.209 -0.032
O -0.5649 2.2765 2.0158 -0.242 0.357 0.207
C 1.6817 -3.1799 -1.6152 0.013 0.078 -0.029
C -3.5363 -1.5731 2.9464 0.032 0.008 0.008
C -1.7493 -0.5304 1.6314 0.204 -0.228 0.413
H -2.5413 3.1455 -0.5371 0.037 0.039 -0.002
C 2.9323 2.2213 2.8593 -0.016 -0.093 -0.063
Fe -0.2654 1.0604 -0.0283 0.415 0.410 0.879
Cl 3.6801 -4.2257 -4.9325 -0.031 0.025 0.028
H 4.8048 0.6714 0.4857 0.024 -0.019 -0.029
O -1.2244 0.7073 -1.6038 -0.267 -0.256 -0.562
O -0.5527 -0.4126 1.1919 -0.377 -0.755 -0.468
C 0.4004 -2.4044 -3.5210 0.015 -0.010 0.056
H 1.2601 -2.7980 -5.4504 0.000 0.000 -0.019
C 1.0557 3.6008 -0.8321 -0.225 0.104 0.099
C 2.3479 0.1568 -0.7607 0.287 -0.049 0.002
O 0.3702 3.0965 3.8933 0.168 0.002 0.112
Br -6.2265 -0.7316 3.2468 0.011 0.011 -0.004
C -4.8653 1.5388 1.3406 -0.007 0.018 0.019
C -4.3405 2.5109 0.5369 0.039 -0.022 -0.045
H -1.9255 -2.3889 -2.5345 -0.119 0.070 0.062
N 1.9855 4.4338 -1.0765 0.245 -0.155 -0.646
C -4.0536 0.4587 1.7533 -0.195 -0.001 0.051
O -0.3569 -2.1105 -1.2323 0.111 -0.439 -0.100
C -2.7287 0.4583 1.2928 -0.121 0.066 -0.069
C -4.4399 -0.6117 2.5929 -0.005 -0.014 0.004
H 2.9609 2.7941 3.7745 -0.014 0.031 0.005
H 2.8610 -3.5665 0.1244 -0.002 0.015 0.017
C 4.0737 1.7520 2.2254 -0.004 0.032 0.043
H -4.9399 3.3505 0.2132 -0.008 0.008 0.002
C 1.3642 -2.9166 -4.3810 0.025 -0.030 -0.008
O 1.1115 0.2699 -1.0653 0.340 -0.398 -0.288
C 2.4614 -3.5599 -3.8537 0.037 -0.002 -0.101
C 1.6977 1.9695 2.2783 0.238 0.002 0.010
C 2.6824 0.8351 0.5385 0.049 -0.041 -0.020
C -1.6860 -0.2803 -2.2761 -0.350 0.363 0.275
H -2.3228 -1.7927 -0.9056 0.107 0.022 0.019
C 0.5479 -2.5543 -2.1468 -0.137 0.173 0.073
C -2.9999 2.4158 0.1155 -0.172 0.087 -0.062
H -5.8940 1.5875 1.6742 0.020 -0.004 -0.009
C 2.4788 5.3603 -0.3070 -0.068 0.149 0.249
Br -1.0131 -2.8719 3.0660 0.067 -0.038 -0.034
N 1.5991 1.2787 1.1491 -0.340 0.402 0.221
H -0.4405 -1.8669 -3.9334 -0.036 0.045 -0.016
C 1.8440 -3.2682 -0.1308 0.026 0.046 0.097
H 5.0524 1.9568 2.6430 0.007 -0.004 0.006
O -2.3187 -0.1191 -3.3128 -0.121 -0.177 -0.431
N 2.9895 6.2266 0.2706 0.118 0.160 0.137
N 0.1923 2.8228 -0.7494 -0.138 0.072 -0.167
H -3.8348 -2.3817 3.5990 0.006 -0.013 0.000
C 0.3821 2.5105 2.8076 -0.235 -0.078 -0.042
```
Forces are in eV/Å.

Löwdin population analysis, charges in e, atoms 1 to 2:
1. C -0.599
2. O 0.061

Record 3
Here is C27H15Br2ClFeN5O8 as an isolated structure from OMol25. Energies are from the ωB97M-V functional and the def2-TZVPD basis.

Electronic energy, Eh: -8785.8065
HOMO energy (alpha / beta), eV: -3.117 / -3.116
Charge: -2
Spin multiplicity: 6
Energy relative to the best compared isomer or geometry (same formula, charge and spin), kcal per mole: 0.0
E_LUMO (alpha / beta), eV: 3.7 / 3.7
F_max, eV Å⁻¹: 0.5
Frontier orbital gap (alpha / beta), eV: 6.86 / 6.86

```
59
Properties=species:S:1:pos:R:3:forces:R:3
C 3.3266 -5.0874 -1.5194 0.063 -0.099 -0.011
C 4.5628 -2.9323 1.2788 0.002 0.007 0.044
C -0.6415 -0.1763 -3.3163 0.028 0.037 0.065
C -1.5410 4.2228 4.2042 0.008 -0.002 0.046
Br 5.6147 -5.7242 0.0217 0.005 -0.014 -0.011
C 4.1797 -1.7546 1.8537 -0.061 -0.053 -0.010
C -0.0650 -1.6069 2.5681 -0.124 -0.261 -0.001
C -1.0111 1.6535 1.0261 0.023 0.167 -0.005
C -2.2687 -2.1321 -4.3483 -0.064 -0.014 0.051
H -0.4745 2.1218 0.1982 0.013 -0.021 -0.025
H 4.6969 -1.3483 2.7107 0.026 0.017 0.015
O 0.8109 1.7026 -3.1078 0.014 0.025 -0.064
C -0.8795 -0.1819 -4.6800 0.024 0.076 0.070
Cl -3.0110 8.0944 1.0082 -0.012 0.036 -0.005
C 4.1125 -4.6637 -0.4881 -0.036 0.077 0.042
H -2.6188 5.9055 -0.7850 0.005 -0.003 -0.005
N -0.3185 -1.5637 1.4331 0.189 0.010 -0.149
H 5.4155 -3.4814 1.6551 0.011 -0.002 -0.014
C -1.8337 4.7163 2.8188 -0.012 -0.003 -0.056
H -2.1711 3.3671 4.4516 -0.006 0.002 -0.015
H -0.3344 0.9215 1.4631 -0.138 -0.009 0.002
H -0.4036 0.5599 -5.3059 -0.004 -0.006 -0.005
H -0.5092 3.8764 4.2870 -0.002 0.003 -0.008
N 0.0978 -1.7209 3.8392 -0.036 0.114 -0.084
N -1.2150 -1.0796 -2.5449 0.179 -0.215 -0.186
O -1.7430 -2.8624 -0.8037 -0.139 0.044 -0.062
O -2.0792 -0.0729 -0.2026 0.168 -0.134 -0.110
C 1.2742 -1.4700 4.3765 0.171 -0.030 0.127
O 0.8446 -2.4409 -1.7110 -0.074 -0.069 0.460
O -3.2051 -3.9149 -2.1519 -0.020 -0.054 -0.071
C -2.3772 -3.0537 -1.9016 0.106 0.119 -0.092
H -2.3450 6.7111 3.4019 0.002 0.004 -0.002
O -3.3737 1.4560 0.7830 0.065 0.029 -0.114
C 2.6961 -2.7138 -0.2275 -0.078 -0.055 -0.074
C 3.0477 -1.0901 1.3447 -0.026 0.018 0.034
C -2.2377 6.0180 2.5766 0.002 -0.011 0.012
C -1.9784 -2.0555 -2.9966 -0.046 0.014 0.067
C -1.9899 4.2606 0.4428 0.000 -0.027 0.046
H -1.9024 -1.2176 -6.2523 -0.008 -0.001 0.002
H -1.7091 5.0116 4.9384 0.004 0.001 -0.001
C 2.2127 -4.3451 -1.9259 -0.017 0.071 0.002
C 1.8366 -3.1471 -1.3193 0.176 -0.031 -0.117
N 2.3388 -1.5522 0.3501 -0.053 0.150 0.037
O -1.2756 2.5986 2.0602 0.099 0.037 -0.014
C 3.8221 -3.4575 0.1974 -0.006 -0.041 -0.077
H -1.9414 3.5695 -0.3846 0.006 0.014 -0.011
Fe -0.4763 -1.2899 -0.6090 -0.138 0.165 0.137
Br 1.1754 -4.9868 -3.3767 -0.015 0.015 0.003
C -2.2835 0.9743 0.5030 -0.009 -0.071 0.310
H -2.8955 -2.9337 -4.7129 0.008 -0.004 0.002
C 0.3150 0.7388 -2.5430 -0.154 -0.091 -0.057
C -2.3881 5.5708 0.2171 -0.013 0.013 0.011
N 2.2711 -1.2803 4.9412 -0.036 0.031 -0.033
O 0.4933 0.3643 -1.3300 -0.028 0.060 -0.017
H 3.5583 -6.0103 -2.0337 -0.004 0.007 0.000
C -1.7007 3.8323 1.7348 -0.029 -0.029 0.001
C -2.5058 6.4378 1.2836 0.007 -0.012 -0.016
H 2.7097 -0.1620 1.7956 0.014 -0.001 0.000
C -1.7091 -1.1754 -5.1865 -0.025 -0.001 -0.065
```
Forces are in eV/Å.

Löwdin population analysis, charges in e, atoms 1 to 2:
1. C -0.199
2. C -0.049